1.
Computed, not measured: C38H41N7O3RuTe as an isolated structure, with wB97M-V/def2-TZVPD.

As for the spin multiplicity: 1. The HOMO energy comes out at -0.2427 Ha. The calculation puts the HOMO-LUMO gap at 6.4 eV.

```
91
Properties=species:S:1:pos:R:3:forces:R:3:lowdin_charge:R:1
Ru 0.8340 0.5743 0.0741 -0.1 0.1 0.3 1.1491
O 1.0723 0.1796 -3.9417 0.0 0.0 0.0 0.0346
C 1.0833 0.1409 -2.7154 -0.1 -0.1 0.0 -0.4677
N 0.4465 0.9211 -1.8225 -0.1 -0.1 -0.2 -0.0489
C -0.4507 1.9650 -2.1184 0.0 0.0 0.1 -0.2072
C -0.8771 2.3191 -3.3945 0.0 0.0 0.0 -0.0274
C -1.7668 3.3723 -3.5521 0.0 0.0 0.0 -0.1053
C -2.2178 4.0694 -2.4423 0.0 0.0 0.0 -0.0989
C -1.7970 3.7231 -1.1655 0.0 0.0 0.0 -0.0229
C -0.9062 2.6665 -0.9780 0.0 0.0 0.0 -0.2157
N -0.3510 2.2817 0.2696 0.0 0.1 0.0 -0.0466
C -0.9513 2.6464 1.4180 0.1 0.0 0.0 -0.5108
O -2.0852 3.0997 1.5781 0.0 0.0 0.0 0.0269
C -0.1234 2.4241 2.6694 0.0 0.0 0.0 -0.2372
C -0.7200 1.7939 3.7591 0.0 0.0 0.0 -0.0309
C 0.0144 1.6388 4.9221 0.0 0.0 0.0 -0.0796
C 1.3033 2.1498 4.9653 0.0 0.0 0.0 -0.0862
C 1.7960 2.7858 3.8349 0.0 0.0 0.0 -0.1472
N 1.1129 2.9160 2.7022 0.0 0.0 0.0 0.1247
C 1.8987 -0.9557 -2.0351 -0.1 0.0 0.0 -0.1515
C 2.6217 -1.8640 -2.7718 -0.1 0.0 0.0 0.0089
C 3.3093 -2.8702 -2.1022 0.0 0.0 0.0 -0.0441
C 3.2641 -2.9254 -0.7238 0.0 0.0 0.0 -0.0188
C 2.5244 -1.9595 -0.0478 0.0 0.0 0.0 -0.3025
N 1.8528 -1.0114 -0.6809 0.1 -0.1 -0.1 0.0150
H -0.4982 1.7747 -4.2452 0.0 0.0 0.0 0.0926
H -2.1000 3.6483 -4.5444 0.0 0.0 0.0 0.0945
H -2.9063 4.8962 -2.5636 0.0 0.0 0.0 0.0966
H -2.1603 4.2687 -0.3103 0.0 0.0 0.0 0.0986
H -1.7512 1.4728 3.6805 0.0 0.0 0.0 0.1181
H -0.4183 1.1514 5.7875 0.0 0.0 0.0 0.1044
H 1.9093 2.0778 5.8592 0.0 0.0 0.0 0.0979
H 2.7929 3.2150 3.8418 0.0 0.0 0.0 0.1044
H 2.6148 -1.7742 -3.8482 0.0 0.0 0.0 0.1251
H 3.8746 -3.6088 -2.6546 0.0 0.0 0.0 0.1186
H 3.7955 -3.6905 -0.1726 0.0 0.0 0.0 0.1178
H 2.8340 -2.8492 1.7609 0.0 0.0 0.0 0.1387
C 2.4970 -1.3722 3.7001 0.0 0.0 0.0 0.0280
C 2.1825 -1.0160 2.2736 0.0 0.0 0.0 -0.4607
O 1.7181 0.0867 2.0081 -0.1 -0.1 0.1 -0.0663
N 2.4729 -1.9973 1.3634 0.0 0.0 0.0 0.1581
Te -0.5970 -4.0229 -0.3743 0.0 0.0 0.0 1.4768
C -1.4297 -5.9593 -0.1893 0.0 0.0 0.0 -0.4196
C -0.8595 -6.8653 0.7123 0.0 0.0 0.0 -0.3219
C 0.3197 -6.5172 1.5818 0.0 0.0 0.0 -0.0980
C -1.4045 -8.1423 0.8125 0.0 0.0 0.0 -0.0169
C -2.4867 -8.5394 0.0418 0.0 0.0 0.0 -0.2631
C -3.0683 -9.9206 0.1677 0.0 0.0 0.0 -0.0480
C -3.0381 -7.6173 -0.8374 0.0 0.0 0.0 -0.0122
C -2.5403 -6.3250 -0.9625 0.0 0.0 0.0 -0.2894
C -3.2165 -5.3780 -1.9144 0.0 0.0 0.0 -0.0656
C -0.2369 -4.0322 -2.4583 0.0 0.0 0.0 -0.4240
C -0.9046 -3.1055 -3.2665 0.1 0.1 0.0 -0.3162
C -1.9146 -2.1316 -2.7241 0.0 0.1 0.0 -0.0749
C -0.6140 -3.0729 -4.6275 0.0 0.0 0.0 -0.0018
C 0.3023 -3.9416 -5.1999 0.0 0.0 0.0 -0.2572
C 0.5912 -3.9010 -6.6753 0.0 0.0 0.0 -0.0428
C 0.9466 -4.8561 -4.3746 0.0 0.0 0.0 -0.0161
C 0.7010 -4.9162 -3.0073 0.0 0.0 0.0 -0.3076
C 1.4686 -5.9071 -2.1766 0.0 0.0 0.1 -0.0724
H 1.8149 -0.8303 4.3500 0.0 0.0 0.0 0.0797
H 3.5140 -1.0465 3.9265 0.0 0.0 0.0 0.1017
H 2.4262 -2.4434 3.8864 0.0 0.0 0.0 0.0842
H 1.1536 -6.1449 0.9843 0.0 0.0 0.0 0.0439
H 0.6529 -7.3925 2.1378 0.0 0.0 0.0 0.0758
H 0.0666 -5.7379 2.3043 0.0 0.0 0.0 0.0722
H -0.9631 -8.8462 1.5097 0.0 0.0 0.0 0.1143
H -2.4124 -10.5749 0.7406 0.0 0.0 0.0 0.0739
H -3.2283 -10.3700 -0.8129 0.0 0.0 0.0 0.0806
H -4.0351 -9.8884 0.6739 0.0 0.0 0.0 0.0846
H -3.8917 -7.9059 -1.4417 0.0 0.0 0.0 0.1200
H -4.1434 -5.8111 -2.2873 0.0 0.0 0.0 0.0819
H -2.5806 -5.1452 -2.7702 0.0 0.0 0.0 0.0756
H -3.4517 -4.4340 -1.4186 0.0 -0.1 0.0 0.0593
H -1.4686 -1.4893 -1.9610 0.1 0.0 -0.1 0.0349
H -2.7599 -2.6549 -2.2698 0.1 0.1 0.0 0.0574
H -2.2849 -1.4804 -3.5142 0.0 0.0 0.0 0.0911
H -1.1063 -2.3306 -5.2449 0.0 0.0 0.0 0.1228
H 0.1982 -2.9916 -7.1272 0.0 0.0 0.0 0.0780
H 0.1350 -4.7535 -7.1826 0.0 0.0 0.0 0.0839
H 1.6641 -3.9433 -6.8680 0.0 0.0 0.0 0.0800
H 1.6739 -5.5378 -4.8041 0.0 0.0 0.0 0.1191
H 2.2474 -6.3821 -2.7724 0.0 0.0 0.0 0.0799
H 0.8191 -6.6895 -1.7791 0.0 0.0 0.0 0.0791
H 1.9363 -5.4135 -1.3207 0.0 0.0 0.0 0.0380
N -2.0748 -0.2954 0.4709 0.0 0.0 0.0 0.0404
N -0.7127 -0.4933 0.9332 0.0 0.0 -0.1 -0.1290
H -2.1496 -0.8093 -0.4009 0.0 0.1 0.1 0.0325
H -2.1456 0.6914 0.2297 0.0 0.0 0.0 0.0620
H -0.5708 -1.5024 0.9132 0.0 0.0 0.0 -0.0053
H -0.7369 -0.2465 1.9235 0.0 0.0 0.0 0.0822
```
Forces are in eV/Å.

***

2.
Computed, not measured: C38H42AlN2OP2S2 as an isolated structure, with wB97M-V/def2-TZVPD.

As for the spin multiplicity: 1. As for the total charge: +3. The HOMO energy comes out at -0.6013 Ha. The calculation puts the HOMO-LUMO gap at 8.3 eV.

```
88
Properties=species:S:1:pos:R:3:forces:R:3:lowdin_charge:R:1
Al 0.0511 1.7181 1.5043 0.6 0.3 -0.9 -0.0604
C 0.1682 2.0743 -2.2026 0.0 0.0 -0.1 -0.2724
C 0.9601 0.8419 -1.7506 0.1 0.0 0.2 -0.3016
P 1.7517 1.0298 -0.0897 0.4 -0.4 -0.8 1.0386
C 3.2726 1.9627 -0.4382 -0.3 0.1 0.3 -0.3382
C 4.4715 1.3005 -0.6947 -0.2 0.0 0.0 -0.0567
C 5.5989 2.0359 -1.0170 0.0 0.0 0.0 -0.0339
C 5.5376 3.4197 -1.0852 0.0 -0.1 0.1 -0.0329
C 4.3442 4.0776 -0.8298 0.0 0.1 0.0 -0.0555
C 3.2151 3.3540 -0.4980 -0.2 -0.1 0.0 -0.1024
C 2.3072 -0.6226 0.4013 -0.2 0.2 0.2 -0.3777
C 2.2261 -1.7383 -0.4263 0.0 0.2 0.0 -0.0639
C 2.8021 -2.9317 -0.0236 0.0 -0.1 0.0 -0.0408
C 3.4589 -3.0179 1.1931 -0.1 0.0 0.0 -0.0424
C 3.5074 -1.9188 2.0393 0.1 0.0 0.0 -0.0607
C 2.9324 -0.7238 1.6465 -0.1 0.1 -0.1 -0.1319
C -1.3231 1.9545 -1.9005 0.4 0.0 0.2 -0.2794
P -1.7810 1.7671 -0.1178 -1.0 0.4 -0.6 1.0689
C -2.3687 3.3445 0.5813 0.2 0.0 0.1 -0.4179
C -2.5997 3.2434 1.9576 -0.1 -0.1 -0.1 -0.1587
C -3.1304 4.3029 2.6686 0.0 -0.1 0.0 -0.0365
C -3.4549 5.4759 1.9994 0.1 -0.1 -0.1 -0.0273
C -3.2111 5.5905 0.6400 0.0 0.1 -0.1 -0.0470
C -2.6569 4.5361 -0.0755 0.0 -0.1 0.0 -0.1001
C -3.3462 0.8574 -0.2860 0.3 -0.3 0.4 -0.3498
C -3.4299 -0.5049 -0.0158 0.1 0.2 0.0 -0.0889
C -4.6325 -1.1594 -0.2203 -0.1 -0.1 0.0 -0.0562
C -5.7307 -0.4735 -0.7134 0.1 0.0 0.0 -0.0302
C -5.6309 0.8765 -1.0120 0.0 0.0 0.0 -0.0343
C -4.4461 1.5494 -0.7915 0.2 0.1 0.1 -0.0664
H 0.2709 2.1585 -3.2873 0.0 0.2 0.1 0.1318
H 0.5875 2.9855 -1.7599 0.0 0.0 -0.2 0.0900
H 1.7892 0.6447 -2.4389 -0.1 0.0 0.1 0.1138
H 0.3069 -0.0363 -1.7533 0.1 0.0 0.0 0.0920
H 4.5243 0.2225 -0.6507 0.0 -0.1 0.0 0.1130
H 6.5293 1.5283 -1.2168 0.1 -0.1 0.0 0.1236
H 6.4220 3.9875 -1.3249 0.1 0.1 -0.1 0.1233
H 4.3034 5.1537 -0.8911 0.0 0.1 0.0 0.1123
H 2.2774 3.8606 -0.2919 0.1 0.1 0.0 0.0681
H 1.7464 -1.6819 -1.3901 0.0 0.0 -0.1 0.1037
H 2.7571 -3.7920 -0.6721 0.0 -0.1 -0.1 0.1220
H 3.9318 -3.9437 1.4823 0.0 -0.1 0.0 0.1235
H 4.0217 -1.9937 2.9848 0.0 0.0 0.1 0.1219
H 2.9926 0.1546 2.2807 0.1 0.0 0.1 0.1117
H -1.7150 1.0587 -2.3950 0.0 0.1 0.2 0.1110
H -1.8729 2.8061 -2.3104 -0.1 -0.1 0.1 0.0982
H -2.3845 2.2874 2.4486 -0.1 0.3 0.1 0.0931
H -3.3019 4.2253 3.7307 -0.1 -0.1 0.1 0.1248
H -3.9121 6.2922 2.5348 0.0 0.1 0.1 0.1249
H -3.4725 6.5033 0.1290 0.0 0.1 -0.1 0.1229
H -2.4818 4.6492 -1.1369 0.0 0.0 -0.1 0.1152
H -2.5649 -1.0455 0.3464 0.0 -0.1 0.1 0.0959
H -4.7171 -2.2112 -0.0006 0.0 -0.2 0.0 0.1086
H -6.6656 -0.9855 -0.8690 -0.1 -0.1 0.0 0.1238
H -6.4762 1.4087 -1.4152 -0.1 0.1 0.0 0.1237
H -4.3819 2.6066 -1.0068 0.0 0.1 0.0 0.1094
C -3.1383 -5.2083 2.1358 -0.2 -0.2 0.0 -0.0166
C -2.2837 -4.0667 2.5493 0.3 0.2 0.0 -0.2283
C -0.9103 -4.2194 2.7453 -0.2 0.0 -0.1 0.0058
C -0.1232 -3.1420 3.0968 0.1 0.3 0.1 -0.0571
C -0.7174 -1.8976 3.2963 0.6 0.0 0.2 -0.3994
C -2.0878 -1.7225 3.1246 -0.1 0.2 0.0 -0.0709
C -2.8531 -2.8032 2.7413 0.1 0.1 0.1 -0.0185
S 0.3773 -0.6075 3.8239 -1.4 0.6 -1.1 1.1653
C -0.4906 0.0163 5.2695 0.2 0.1 -0.1 -0.1776
O 0.0844 0.5605 2.7379 0.1 -1.2 1.7 -0.5058
H -2.5473 -6.0851 1.8895 0.0 -0.1 0.0 0.0925
H -3.7490 -4.9424 1.2744 0.0 0.0 -0.1 0.0916
H -3.8269 -5.4678 2.9408 0.0 -0.1 0.0 0.1081
H -0.4557 -5.1896 2.6201 0.0 -0.1 -0.1 0.1311
H 0.9446 -3.2509 3.2202 0.1 -0.1 0.0 0.1093
H -2.5548 -0.7573 3.2671 0.0 0.1 0.0 0.1151
H -3.9159 -2.6776 2.5972 -0.1 0.0 0.0 0.1284
H -1.5023 0.3286 5.0301 0.0 0.0 -0.2 0.0704
H 0.0804 0.8359 5.6961 0.1 0.1 -0.1 0.0744
H -0.5179 -0.8027 5.9853 0.0 -0.1 0.0 0.0896
S 0.5885 3.5863 2.7088 0.1 -0.3 0.4 0.8737
C 0.6322 5.1031 1.9030 -0.1 -0.4 -0.5 -0.6968
N 0.3485 5.3463 0.6247 0.1 0.0 0.2 0.0534
C 0.5292 6.7628 0.3041 0.0 0.3 -0.4 -0.0813
C 1.0383 7.3540 1.6339 0.1 0.6 -0.1 -0.0775
N 1.0431 6.1940 2.5125 0.0 -0.2 0.2 0.0673
H -0.2179 4.7478 0.0418 0.1 0.0 0.3 0.1082
H -0.4155 7.1992 -0.0234 0.1 0.0 0.1 0.1266
H 1.2585 6.8708 -0.5018 -0.1 0.0 0.1 0.1305
H 0.3862 8.1296 2.0405 0.0 -0.1 -0.1 0.1371
H 2.0454 7.7679 1.5495 -0.1 -0.1 0.0 0.1375
H 1.3432 6.2393 3.4740 0.0 -0.2 0.0 0.1682
```
Forces are in eV/Å.

***

Number 1: largest force on an atom 0.00748 hartree/bohr. Number 2: largest force on an atom 0.04109 hartree/bohr.